{"formula": "C7H12N2", "method": "the ωB97M-V functional and the def2-TZVPD basis", "relative_energy_kj_mol": 509.0, "e_homo_ev": [-7.1, -7.8], "total_charge": 0, "homo_lumo_gap_ha": [0.2277, 0.2718], "total_energy_ev": -10428.2022, "elements": ["C", "C", "N", "C", "C", "H", "H", "H", "H", "H", "H", "H", "C", "C", "C", "N", "H", "H", "H", "H", "H"], "positions_angstrom": [[0.0202, -0.6718, 1.5308], [-1.4531, -0.9060, 1.7470], [0.4278, 0.6351, 1.6320], [0.3643, -1.1972, -0.2461], [1.2076, -2.0295, -0.5417], [0.6673, -1.3672, 2.0539], [-0.0155, 1.2569, 0.9252], [1.4344, 0.7505, 1.5922], [-1.6884, -0.7393, 2.8005], [-1.7271, -1.9266, 1.4837], [-2.0539, -0.2135, 1.1579], [1.9439, -2.7542, -0.7851], [0.7210, 1.9912, -1.5189], [-0.4151, 1.2667, -1.0235], [-0.5956, -0.1389, -1.2590], [1.7895, 1.5521, -2.0863], [1.7786, 0.5343, -2.1789], [0.6923, 3.0704, -1.3471], [-1.2363, 1.8395, -0.6065], [-1.6127, -0.4837, -1.0956], [-0.2490, -0.4688, -2.2343]], "forces_ev_per_a": [[-0.030, -0.624, -1.765], [0.112, -0.036, 0.099], [0.021, 0.792, -0.051], [-1.456, 1.568, 1.485], [0.837, -0.828, -0.376], [-0.045, 0.055, -0.053], [0.237, -0.378, 0.542], [-0.108, -0.032, -0.007], [-0.018, 0.021, -0.026], [0.013, 0.022, -0.006], [0.012, 0.031, -0.016], [0.088, -0.085, -0.079], [0.121, 0.136, 0.131], [-0.011, -0.350, -0.422], [0.259, -0.159, 0.236], [-0.059, -0.063, 0.062], [-0.125, 0.010, 0.010], [-0.050, -0.002, -0.084], [0.082, -0.006, 0.166], [0.033, -0.045, 0.060], [0.085, -0.026, 0.093]], "lowdin_charge": [-0.3364, -0.0696, 0.0690, -0.1879, 0.1241, 0.1246, 0.0613, 0.1073, 0.0831, 0.0845, 0.0724, 0.0334, -0.3095, -0.1806, -0.1448, 0.0724, 0.0190, 0.0922, 0.0941, 0.0912, 0.1003]}



{"formula": "C7H6F3N", "method": "the ωB97M-V functional and the def2-TZVPD basis", "relative_energy_kj_mol": 294.3, "e_homo_ev": -7.6, "total_charge": 0, "homo_lumo_gap_ha": 0.2978, "total_energy_ev": -16994.9036, "elements": ["C", "C", "C", "C", "C", "C", "C", "N", "F", "F", "F", "H", "H", "H", "H", "H", "H"], "positions_angstrom": [[0.8551, -1.2688, 0.3752], [-0.0730, 1.9802, 1.7201], [1.6396, -0.1864, -0.1489], [0.9924, 2.2864, 0.9789], [-0.0501, -0.7626, 1.3007], [1.1993, 0.8946, 0.5410], [-1.5287, -1.1105, -2.0572], [0.1784, 0.5637, 1.3363], [-1.9289, -0.2895, -1.0748], [-1.2511, -0.3183, -3.1226], [-2.4564, -1.9379, -2.4006], [0.7788, -2.2373, -0.0358], [-0.7065, 2.3735, 2.5205], [2.2395, -0.4089, -0.9231], [1.3602, 3.2604, 0.7296], [-0.6982, -1.2552, 1.9982], [-0.5504, -1.5834, -1.7375]], "forces_ev_per_a": [[-0.968, 0.700, 0.584], [0.664, -0.801, 0.725], [-2.336, -0.564, 2.284], [-0.151, 2.948, -0.469], [0.292, -0.420, -0.030], [0.500, 0.673, -0.969], [3.209, 1.380, 0.397], [-1.051, -1.616, 1.372], [-0.514, -0.282, -0.013], [-0.155, -0.101, -0.066], [-1.290, -1.066, -0.091], [0.398, -1.013, -0.047], [0.206, -0.176, -0.725], [2.473, 0.207, -2.372], [0.508, 0.111, -0.069], [-0.413, -0.144, -0.185], [-1.373, 0.162, -0.325]], "lowdin_charge": [-0.1186, 0.0432, 0.0034, 0.0056, -0.0698, -0.2414, -0.5214, -0.0562, 0.1021, 0.0827, 0.1645, 0.0750, 0.1118, 0.0640, 0.0897, 0.1121, 0.1531]}



Copy entry 1 word for word.
{"formula": "C7H12N2", "method": "the ωB97M-V functional and the def2-TZVPD basis", "relative_energy_kj_mol": 509.0, "e_homo_ev": [-7.1, -7.8], "total_charge": 0, "homo_lumo_gap_ha": [0.2277, 0.2718], "total_energy_ev": -10428.2022, "elements": ["C", "C", "N", "C", "C", "H", "H", "H", "H", "H", "H", "H", "C", "C", "C", "N", "H", "H", "H", "H", "H"], "positions_angstrom": [[0.0202, -0.6718, 1.5308], [-1.4531, -0.9060, 1.7470], [0.4278, 0.6351, 1.6320], [0.3643, -1.1972, -0.2461], [1.2076, -2.0295, -0.5417], [0.6673, -1.3672, 2.0539], [-0.0155, 1.2569, 0.9252], [1.4344, 0.7505, 1.5922], [-1.6884, -0.7393, 2.8005], [-1.7271, -1.9266, 1.4837], [-2.0539, -0.2135, 1.1579], [1.9439, -2.7542, -0.7851], [0.7210, 1.9912, -1.5189], [-0.4151, 1.2667, -1.0235], [-0.5956, -0.1389, -1.2590], [1.7895, 1.5521, -2.0863], [1.7786, 0.5343, -2.1789], [0.6923, 3.0704, -1.3471], [-1.2363, 1.8395, -0.6065], [-1.6127, -0.4837, -1.0956], [-0.2490, -0.4688, -2.2343]], "forces_ev_per_a": [[-0.030, -0.624, -1.765], [0.112, -0.036, 0.099], [0.021, 0.792, -0.051], [-1.456, 1.568, 1.485], [0.837, -0.828, -0.376], [-0.045, 0.055, -0.053], [0.237, -0.378, 0.542], [-0.108, -0.032, -0.007], [-0.018, 0.021, -0.026], [0.013, 0.022, -0.006], [0.012, 0.031, -0.016], [0.088, -0.085, -0.079], [0.121, 0.136, 0.131], [-0.011, -0.350, -0.422], [0.259, -0.159, 0.236], [-0.059, -0.063, 0.062], [-0.125, 0.010, 0.010], [-0.050, -0.002, -0.084], [0.082, -0.006, 0.166], [0.033, -0.045, 0.060], [0.085, -0.026, 0.093]], "lowdin_charge": [-0.3364, -0.0696, 0.0690, -0.1879, 0.1241, 0.1246, 0.0613, 0.1073, 0.0831, 0.0845, 0.0724, 0.0334, -0.3095, -0.1806, -0.1448, 0.0724, 0.0190, 0.0922, 0.0941, 0.0912, 0.1003]}